(1)
DFT (the ωB97M-V functional and the def2-TZVPD basis) results for a 2-piece molecular cluster, C5H10O overall.

## Properties
Energy above the lowest of the compared OMol25 structures with the same formula, charge and spin in kcal/mol: 53.77
Kohn-Sham gap in eV: 9.1
DFT total energy in hartree: -271.6669
E_LUMO in eV: 1.05

The geometry in ORCA input format:
```
! wB97M-V def2-TZVPD RIJCOSX def2/J DEFGRID3
* xyz 0 1
H 0.62 -1.48 1.56
H 0.27 0.72 -1.84
C 1.65 0.68 -0.13
C 0.60 0.04 -1.05
O 1.00 0.96 1.12
C -0.57 -0.16 -0.10
H -2.68 -0.37 0.25
H 2.48 0.00 0.09
H 0.99 -0.86 -1.56
H -2.15 -1.17 -1.25
C -0.24 0.42 1.05
H 2.06 1.62 -0.52
H -2.20 0.60 -1.15
H 0.98 -1.19 2.15
H -0.82 0.51 1.96
C -1.97 -0.32 -0.58
*
```

How positive or negative is each atom? The Mulliken charges in e answer that: -0.117, 0.232, -0.357, -0.399, -0.361, 1.090, 0.345, 0.281, 0.273, 0.314, -1.033, 0.280, 0.284, 0.160, 0.376, -1.366

=====

(2)
DFT (the ωB97M-V functional and the def2-TZVPD basis) results for C51H37Cl3CsF6GeN11O2 as an isolated structure.

## Properties
Energy above the lowest of the compared OMol25 structures with the same formula, charge and spin in kcal/mol: 36.28
Kohn-Sham gap (spin up / spin down) in eV: 7.1 / 7.1
DFT total energy in hartree: -6795.5849
E_LUMO (spin up / spin down) in eV: 1.93 / 1.87

The geometry in ORCA input format:
```
! wB97M-V def2-TZVPD RIJCOSX def2/J DEFGRID3
* xyz -1 2
C -1.19 2.06 4.45
F -1.74 -2.66 -0.26
H -2.02 1.47 4.83
C -5.85 -0.78 0.79
Ge 2.26 2.99 -2.60
C 4.88 -3.66 -3.37
H 1.10 6.30 2.94
C 4.01 -2.55 -3.64
H -1.81 3.87 5.42
H -5.42 1.10 -0.13
N -0.66 -1.46 -3.97
C 3.02 6.40 2.04
O -5.02 -2.54 -0.62
C -5.42 0.51 3.20
O -0.24 -1.01 1.46
C -0.24 1.46 3.62
C -3.64 -4.87 -1.96
C 3.69 -2.16 -4.96
H -0.32 0.44 3.27
C 6.26 4.07 0.74
C -0.82 -2.11 1.92
H -0.50 -1.81 4.03
C -0.62 -2.87 -4.28
Cs 1.04 0.92 0.12
C 5.21 3.48 1.39
H 5.28 -4.22 -4.20
Cl 3.10 4.65 -3.93
C 4.14 5.66 1.61
C -1.08 3.41 4.77
H -0.56 -5.40 -3.24
C 5.18 -4.00 -2.10
N -1.63 2.67 0.42
H -1.80 4.51 -0.67
H 5.62 -4.41 0.55
C 4.65 -3.25 -0.99
N -6.22 -1.02 -1.65
C -2.47 -5.53 -2.29
C -4.86 2.66 2.00
H 4.11 -2.71 -5.79
C -5.31 1.22 2.02
H -5.61 3.30 1.54
H 3.20 -1.10 1.79
C 6.28 5.46 0.51
C 4.45 -2.80 1.35
C -2.53 2.10 1.19
H -1.19 1.54 -4.65
C 1.99 5.76 2.65
F -2.88 -1.36 1.03
N -0.97 -0.53 -4.90
H -5.83 -1.39 4.12
C -1.34 -2.03 3.38
H -0.73 -2.94 -5.36
C 5.24 6.24 0.94
H 2.61 -0.75 -6.15
H -6.14 -2.56 1.96
H 7.07 3.46 0.36
C -5.76 -0.84 3.19
F -2.81 -3.48 1.42
C 2.35 -0.43 -4.04
Cl 1.77 4.33 -0.77
N -5.64 -1.85 -2.61
C 0.94 3.61 3.44
C -5.80 -1.45 -0.51
H 5.83 -4.84 -1.89
H -4.70 3.02 3.02
C 0.77 2.27 3.18
H -2.29 -6.52 -1.89
H 7.11 5.91 -0.02
N -0.73 0.42 -2.87
H -0.30 -1.41 -1.87
Cl 4.28 2.20 -1.83
C 0.15 -3.32 1.85
C 2.06 4.36 2.83
H 5.24 7.31 0.75
C -0.53 -0.87 -2.77
C 2.87 -1.09 -5.16
H -5.22 1.01 4.15
N -3.65 2.83 1.22
H 4.67 -3.01 2.39
C -1.50 -4.90 -3.06
H -4.37 -5.32 -1.29
C -5.95 -1.49 1.98
H 0.04 5.22 4.54
C 4.13 4.27 1.84
C -4.93 -2.71 -1.97
H 0.36 -3.28 -4.01
C -2.91 -2.98 -3.27
C -1.71 -3.62 -3.54
H 1.69 0.42 -4.16
H -3.08 -1.97 -3.60
H -2.06 -1.22 3.44
C -5.55 0.57 0.81
F 1.19 -3.13 2.69
N -3.49 3.94 0.45
C 3.45 -1.81 -2.59
C -2.06 -2.43 1.03
C 3.80 -2.16 -1.22
H 5.17 2.41 1.53
C -0.98 0.58 -4.20
C 3.62 -1.72 1.01
H 2.99 7.47 1.86
N 3.09 3.64 2.45
F 0.69 -3.49 0.63
N 2.61 -0.77 -2.80
F -0.40 -4.51 2.19
H -2.41 1.16 1.70
C 4.97 -3.57 0.34
H -1.82 -2.96 3.70
N 3.29 -1.42 -0.22
C -3.86 -3.59 -2.45
C -0.03 4.18 4.27
C -2.27 3.79 -0.01
*
```

Atomic partial charges in e from the Mulliken method, atoms 1 to 99: -0.285, 0.273, 0.474, 0.536, 0.444, -0.973, 0.294, 1.434, 0.363, 0.465, 1.549, -0.901, -0.048, -0.564, -0.700, -0.168, -0.565, -0.963, 0.388, -0.509, 1.338, 0.467, -1.187, 1.089, -0.491, 0.385, -0.501, 1.429, -0.931, 0.405, -1.032, 0.250, 0.527, 0.379, 1.197, -0.592, -0.792, -1.083, 0.396, 0.537, 0.388, 0.368, -0.497, -0.772, -0.685, 0.471, -0.633, 0.013, -1.009, 0.402, -1.974, 0.309, -0.832, 0.474, 0.453, 0.389, -0.893, -0.372, -0.519, -0.384, -0.552, 0.215, 0.219, 0.379, 0.323, -0.021, 0.397, 0.369, -0.151, 0.860, -0.420, 0.268, 0.644, 0.352, -1.225, -1.113, 0.340, 1.294, 0.445, -0.722, 0.454, -0.545, 0.351, -0.158, 0.215, 0.369, -0.441, 0.747, 0.503, 0.579, 0.274, -0.125, -0.313, -1.271, -0.042, -0.089, -0.276, 0.551, -0.489

=====

(3)
DFT (the ωB97M-V functional and the def2-TZVPD basis) results for one molecule with the formula C2H3NOS2 at a distorted geometry.

## Properties
Energy above the lowest of the compared OMol25 structures with the same formula, charge and spin in kcal/mol: 116.24
Kohn-Sham gap (spin up / spin down) in eV: 7.3 / 6.3
DFT total energy in hartree: -1004.2023
E_LUMO (spin up / spin down) in eV: -0.64 / -1.45

The geometry in ORCA input format:
```
! wB97M-V def2-TZVPD RIJCOSX def2/J DEFGRID3
* xyz 0 1
S -1.67 -0.96 -1.88
H -1.01 -2.05 -2.29
N -0.35 -0.40 -1.08
H 1.31 0.55 2.24
S 0.97 -1.43 0.94
C 0.25 1.12 0.52
O -0.53 0.80 -0.53
C 0.90 0.22 1.29
H 0.12 2.16 0.79
*
```

How positive or negative is each atom? The Mulliken charges in e answer that: -0.070, 0.185, -0.161, 0.306, -0.188, -0.075, -0.095, -0.244, 0.344

=====

(4)
DFT (the ωB97M-V functional and the def2-TZVPD basis) results for a 4-piece molecular cluster, C30H53Br2N6O6P overall at a distorted geometry.

## Properties
Kohn-Sham gap in eV: 6.9
DFT total energy in hartree: -7444.1556
E_LUMO in eV: -0.72

The geometry in ORCA input format:
```
! wB97M-V def2-TZVPD RIJCOSX def2/J DEFGRID3
* xyz 0 1
N -3.03 -2.60 -2.60
H -1.30 -5.38 2.28
H 1.49 2.52 -1.75
C 0.21 -1.80 -0.86
H -3.56 2.43 -0.25
H 6.25 0.84 3.55
H -6.11 2.24 -5.76
C 0.24 -2.32 0.62
C 2.09 2.11 -0.92
C -6.14 1.15 -5.82
N 6.47 3.92 0.06
O -7.56 1.62 -3.51
H 4.71 -1.68 5.63
H -0.37 -3.41 2.65
H 0.54 0.62 -2.11
C 3.33 1.47 -1.53
H 4.28 1.22 2.70
C -2.56 1.26 1.28
H 5.12 5.23 -0.86
C 5.68 3.26 0.91
H -5.42 0.81 -6.57
C -2.29 -4.95 2.14
O -1.34 0.91 -3.75
C 5.96 0.05 4.25
H 3.48 -1.99 4.38
H -5.79 -3.41 1.77
C -6.59 0.89 -3.48
H -2.55 -3.49 -2.76
C -3.72 -3.07 2.07
H 4.00 0.99 -0.82
H -2.97 1.39 3.38
C -4.65 -5.24 1.79
H 8.14 5.14 0.36
C 1.18 1.06 -0.20
H 6.52 -0.86 4.01
H 3.85 0.35 -3.11
C -2.42 0.87 -1.24
O 2.54 0.30 3.18
C -1.89 -0.56 -1.11
H -4.55 -0.65 -3.39
H -1.31 -2.14 3.37
N -5.81 0.58 -4.53
H 3.90 2.29 -2.00
O 4.48 3.09 0.77
H -3.90 -2.00 2.14
Br -4.99 0.36 -0.17
C -3.41 0.88 2.51
C -3.38 -5.75 1.93
C 1.55 -1.92 1.35
C 3.74 0.47 3.30
H 2.43 1.05 -3.32
N -0.61 -0.62 -1.03
O -0.84 3.06 -3.47
C -3.32 1.38 -0.07
H -3.26 -6.83 1.88
H -1.70 0.59 1.24
N 2.97 0.54 -2.63
H 0.24 -3.42 0.59
H -4.04 -2.09 -0.43
C -4.81 -3.87 1.87
H 8.46 3.63 -0.53
H -0.10 -2.62 -1.50
C -1.21 -2.73 2.46
H -4.79 -1.16 -5.06
H -7.14 0.85 -6.12
C 0.02 0.70 -1.14
H 1.94 -2.73 1.98
H 1.80 0.17 -0.11
H -2.05 -3.19 -0.46
H 6.66 5.01 -1.72
H -3.30 -0.19 2.72
P -2.81 -2.19 -1.08
H 1.24 -1.55 -1.11
H 1.35 -1.05 1.97
C -2.44 -3.57 2.21
H -3.75 0.24 -4.70
H 3.18 -0.78 5.63
H 0.87 1.43 0.78
H -3.05 0.85 -2.14
C 5.89 4.51 -1.14
H 2.32 2.93 -0.25
C -4.66 -0.30 -4.41
O -0.86 -1.85 1.39
H -2.15 2.26 1.48
N 4.54 -0.21 4.15
Br -1.01 3.50 -0.72
H -6.25 0.41 -2.54
H -4.45 1.21 2.47
C -1.08 1.92 -3.04
H 6.21 0.36 5.26
H 6.22 2.86 1.78
H 5.43 3.73 -1.75
H -5.52 -5.85 1.61
H 2.33 -1.64 0.65
H 8.18 3.59 1.22
C -1.10 1.69 -1.45
C 3.95 -1.23 5.00
C 7.90 4.08 0.29
*
```

How positive or negative is each atom? The Mulliken charges in e answer that: -0.778, 0.349, 0.394, -2.711, 0.942, 0.013, 0.311, 1.284, -0.867, -1.050, 0.125, -0.658, 0.397, 0.454, 0.134, -0.616, -0.089, 0.778, 0.296, 0.371, 0.405, -0.514, -0.668, -0.668, 0.196, 0.438, 0.233, 0.219, 0.100, 0.296, 0.434, -0.513, 0.341, 0.656, 0.364, 0.300, 0.063, -0.657, -0.744, -0.228, 0.454, 0.154, 0.119, -0.536, 0.225, -0.097, -1.510, -0.695, -2.095, 0.562, 0.211, 0.690, -0.767, -0.742, 0.369, -0.416, -0.534, 0.464, -0.063, -0.621, 0.342, 0.579, -1.420, 0.405, 0.299, -0.473, 0.500, -0.592, 0.077, 0.406, 0.183, 0.847, 0.736, 0.423, 0.892, 0.401, 0.299, 0.317, 0.619, -0.824, 0.441, -0.422, 0.018, 0.329, 0.129, -0.011, 0.136, 0.394, 0.653, 0.352, -0.052, 0.165, 0.398, 0.521, 0.293, 0.152, -0.872, -0.942

=====

> DFT total energy of number 4 (C30H53Br2N6O6P)?

-7444.1556 hartree

=====

> The highest DFT total energy belongs to which entry?

C5H10O